Computed, not measured: one molecule with the formula C4H8O3, with the ωB97M-V functional and the def2-TZVPD basis.

```
15
Properties=species:S:1:pos:R:3:forces:R:3:lowdin_charge:R:1
O 0.302179 -1.588248 -0.704197 0.468 -0.823 -0.137 -0.07
O -2.557786 0.128585 0.831138 -0.125 0.098 -0.020 -0.03
O -0.967855 0.572838 -1.202597 0.087 0.530 0.471 0.06
C -1.225635 0.394167 1.128783 0.208 0.187 0.035 -0.20
C 1.110902 0.570386 -0.037181 -0.122 0.038 0.067 -0.07
C -0.399566 0.524455 -0.118256 -0.249 0.479 -0.196 -0.40
C 1.491736 -0.818884 -0.623347 0.140 0.074 -0.105 -0.21
H -0.829980 -0.360508 1.821850 0.073 0.127 -0.271 0.14
H 1.939306 -0.743243 -1.619656 0.082 0.171 0.148 0.12
H 2.198022 -1.350103 0.022659 -0.255 0.126 -0.071 0.12
H -0.259504 -1.104072 -1.326882 0.025 -0.647 -0.116 0.07
H 1.456160 1.420316 -0.635107 0.049 -0.255 0.018 0.13
H -1.079003 1.382311 1.596773 -0.188 0.005 0.285 0.14
H -2.643374 0.270891 -0.126706 -0.048 -0.031 0.077 0.09
H 1.464397 0.701109 0.992727 -0.145 -0.078 -0.185 0.12
```
Positions in Å, forces in eV/Å.

Values from the calculation:
DFT total energy = -10419.227 eV
SMILES = O=C(CO)CCO
ΔE to the lowest compared entry with this formula, charge and spin = 1.777 eV
E_LUMO = 0.8 eV
Kohn-Sham gap = 11.1707 eV

=====

Computed, not measured: one molecule with the formula C4H8O3, with the ωB97M-V functional and the def2-TZVPD basis.

```
15
Properties=species:S:1:pos:R:3:forces:R:3:lowdin_charge:R:1
O 1.241158 -1.142481 1.313886 -0.091 -0.181 0.006 0.00
O -0.994775 -0.118579 -0.781894 0.033 0.132 -0.209 -0.04
O -0.562230 -2.275062 -0.294510 -0.135 -0.019 -0.036 0.01
C 0.012184 -1.112157 -0.833694 0.086 -0.016 -0.181 -0.33
C -0.344892 0.554259 0.333411 0.030 0.332 0.165 -0.30
C -0.204443 2.005565 -0.022354 0.072 0.129 0.048 -0.03
C 0.880172 -0.375848 0.211261 0.018 0.231 -0.205 -0.26
H 0.399982 -1.298568 -1.841232 -0.068 -0.020 0.180 0.16
H 0.677203 -1.934674 1.263542 0.129 0.108 0.148 0.09
H 1.765070 0.137011 -0.181182 -0.156 -0.128 -0.024 0.16
H -1.196801 2.462857 -0.084593 0.166 0.019 0.025 0.09
H 0.396827 2.539141 0.716165 -0.047 0.031 -0.027 0.09
H -1.432410 -1.895584 -0.078348 -0.024 -0.736 0.150 0.12
H -0.877597 0.394891 1.282225 -0.003 0.026 -0.227 0.16
H 0.267473 2.079230 -1.008250 -0.009 0.092 0.186 0.09
```
Positions in Å, forces in eV/Å.

Values from the calculation:
DFT total energy = -10419.090 eV
SMILES = C[C@H]1O[C@H](O)[C@@H]1O
ΔE to the lowest compared entry with this formula, charge and spin = 1.913 eV
E_LUMO = 0.9 eV
Kohn-Sham gap = 10.9878 eV

=====

Computed, not measured: one molecule with the formula C4H8O3 in a non-equilibrium geometry, with the ωB97M-V functional and the def2-TZVPD basis.

```
15
Properties=species:S:1:pos:R:3:forces:R:3:lowdin_charge:R:1
O 2.079881 0.179450 1.462313 -1.150 -1.236 0.518 -0.09
O -1.719085 -0.604955 -1.498956 -2.754 -0.999 0.488 0.00
O -3.053727 -0.349749 0.383715 0.847 0.565 -0.519 0.11
C 1.749808 0.567563 0.103729 1.969 -2.146 0.634 -0.25
C -0.643223 -0.001114 0.486579 -0.309 1.888 1.886 -0.12
C -1.976623 -0.237316 -0.137349 -0.282 -2.736 -1.472 -0.46
C 0.486044 0.045584 -0.491373 0.870 -2.049 -0.148 -0.20
H 1.859236 1.588294 0.136274 -0.561 2.702 0.000 0.09
H -0.459415 -0.604091 1.397590 -0.579 -0.250 -0.734 0.13
H -2.499233 -1.168888 -1.873151 1.677 1.803 1.209 0.17
H 0.685512 -0.924790 -1.069859 -0.497 1.150 1.205 0.15
H 1.473136 -0.508400 1.859348 1.031 1.173 -1.098 0.09
H 2.624782 0.284343 -0.511484 -0.431 -0.319 0.063 0.12
H 0.138836 0.713403 -1.211824 -0.065 1.195 -1.557 0.10
H -0.745930 1.020666 0.964450 0.234 -0.741 -0.473 0.16
```
Positions in Å, forces in eV/Å.

Values from the calculation:
DFT total energy = -10419.364 eV
SMILES = O=C(O)CCCO
ΔE to the lowest compared entry with this formula, charge and spin = 1.639 eV
E_LUMO = 0.5 eV
Kohn-Sham gap = 10.7570 eV